24
Properties=species:S:1:pos:R:3:forces:R:3 method="wB97M-V/def2-TZVPD" e_tot_ev=-151248.412 charge=-2 fmax_ev_per_a=4.74
Na -32.083 -6.509 -6.653 -0.522 -0.504 -0.791
B -35.168 -4.329 -8.630 0.261 -0.031 -0.046
H -35.300 -4.735 -7.640 -0.406 -1.917 4.231
H -34.708 -5.046 -9.292 1.854 -2.918 -2.638
H -36.158 -4.071 -8.974 -3.946 1.160 -1.541
H -34.541 -3.456 -8.535 2.592 3.782 0.240
B -30.071 -8.807 -9.405 -0.209 -0.168 0.139
H -29.696 -7.933 -8.897 1.900 3.700 2.281
H -29.510 -9.087 -10.284 2.859 -0.962 -3.339
H -30.191 -9.669 -8.767 -0.403 -3.327 2.733
H -31.022 -8.550 -9.845 -4.112 1.081 -1.459
C -35.237 -10.869 -4.505 -0.383 1.507 -2.894
O -35.166 -10.072 -5.695 0.527 -0.373 2.103
H -36.301 -11.049 -4.353 -0.517 -1.078 0.265
H -34.609 -11.750 -4.641 -0.166 -0.891 0.207
H -34.955 -10.485 -3.524 0.670 0.956 0.538
Br -32.270 -4.834 -1.480 -0.185 -0.111 0.513
C -33.361 -5.088 0.142 -0.139 -0.060 -0.038
C -34.795 -5.303 -0.283 -0.375 0.466 -0.601
Br -35.952 -5.426 1.293 0.226 -0.073 -0.206
H -33.278 -4.177 0.734 0.065 -0.065 -0.181
H -32.963 -5.917 0.727 0.055 0.008 -0.313
H -34.999 -6.143 -0.948 0.332 -0.323 0.496
H -35.150 -4.448 -0.857 0.025 0.142 0.300